Arrangement i

# C11H11NO

One molecule with the formula C11H11NO (wB97M-V/def2-TZVPD, the OMol25 dataset).

Last columns: bonded neighbours and bond lengths (Å).
Cartesian coordinates (Å):
1 O 0.67186 1.06137 2.92263  C11 1.443, H20 1.026
2 N 0.90848 3.11896 1.13388  C6 1.195, H22 1.126
3 C 0.08420 -1.72456 -2.87182  C5 1.298, C13 1.417, H14 1.060
4 C 0.60700 -0.70477 -0.26551  C7 1.377, C8 1.392, C10 1.515
5 C -0.55884 -0.63831 -2.56767  C3 1.298, C10 1.467, H19 1.053
6 C 0.37203 2.06020 0.99685  N2 1.195, C11 1.467
7 C 0.71569 -0.25392 1.03100  C4 1.377, C11 1.473, H17 1.071
8 C 1.22977 -1.83963 -0.77645  C4 1.392, C13 1.364, H16 1.157
9 C -1.50464 0.63234 1.74729  C11 1.484, H15 1.108, H21 1.116, H24 1.094
10 C -0.27204 0.00010 -1.27888  C4 1.515, C5 1.467, C12 1.365
11 C -0.03527 0.83120 1.68569  O1 1.443, C6 1.467, C7 1.473, C9 1.484
12 C -0.56634 1.33290 -1.24576  C10 1.365, H18 1.088
13 C 1.03342 -2.35024 -2.02540  C3 1.417, C8 1.364, H23 1.035
14 H -0.20420 -2.14060 -3.80286  C3 1.060
15 H -1.90539 1.13476 0.84465  C9 1.108
16 H 1.87511 -2.51078 -0.09011  C8 1.157
17 H 1.49431 -0.69595 1.61792  C7 1.071
18 H -1.18222 1.84083 -1.98484  C12 1.088
19 H -1.45689 -0.29556 -2.99771  C5 1.053
20 H 0.12970 0.68655 3.70860  O1 1.026
21 H -2.15752 0.88601 2.61659  C9 1.116
22 H 1.18390 3.31099 2.20834  N2 1.126
23 H 1.31919 -3.32329 -2.23016  C13 1.035
24 H -1.78129 -0.41862 1.62374  C9 1.094

## Properties
E_HOMO (alpha / beta), eV: -7.285 / -7.276
Net charge: 0

Atomic partial charges in e from the Mulliken method, atoms 1 to 6: -0.59 -0.61 -0.35 0.91 -0.82 -0.07



Arrangement ii

# C11H11NO

One molecule with the formula C11H11NO (wB97M-V/def2-TZVPD, the OMol25 dataset).

Last columns: bonded neighbours and bond lengths (Å).
Cartesian coordinates (Å):
1 O 2.62610 -1.21762 -1.59520  C10 1.329, H16 0.954
2 N 1.84626 -1.16356 2.01658  C9 1.409, H17 1.030, H18 1.011
3 C -2.27184 0.59484 1.82759  C5 1.414, C12 1.523, H19 1.090
4 C 0.70680 -0.77316 -0.12349  C7 1.481, C9 1.489, C10 1.392
5 C -2.79761 1.50655 0.88368  C3 1.414, C6 1.420, H20 1.116
6 C -2.18821 1.64192 -0.39175  C5 1.420, C11 1.458, H21 1.178
7 C -0.45347 0.03594 0.31473  C4 1.481, C11 1.384, C12 1.371
8 C 0.88651 0.40595 -2.06354  C10 1.438, C13 1.385, H22 1.210
9 C 1.08289 -1.71421 0.96782  N2 1.409, C4 1.489, H14 1.133, H23 1.202
10 C 1.45314 -0.66896 -1.29444  O1 1.329, C4 1.392, C8 1.438
11 C -0.93324 0.93506 -0.62096  C6 1.458, C7 1.384, C13 1.346
12 C -0.86780 0.04308 1.62159  C3 1.523, C7 1.371, H24 1.199
13 C -0.29071 1.08473 -1.79379  C8 1.385, C11 1.346, H15 1.160
14 H 1.88747 -2.36138 0.50117  C9 1.133
15 H -0.51722 1.88709 -2.60016  C13 1.160
16 H 2.85629 -1.28538 -2.51829  O1 0.954
17 H 1.49152 -0.53554 2.75125  N2 1.030
18 H 2.59764 -0.78400 1.45758  N2 1.011
19 H -2.80845 0.57568 2.77666  C3 1.090
20 H -3.73718 2.09269 1.02539  C5 1.116
21 H -2.71878 2.27010 -1.23574  C6 1.178
22 H 1.17719 0.39472 -3.23811  C8 1.210
23 H 0.10485 -2.21723 1.45340  C9 1.202
24 H -0.22468 -0.70120 2.30782  C12 1.199

## Properties
Structure (SMILES): NCc1c(O)ccc2ccccc12
E_HOMO, eV: -7.845
Net charge: 0

Atomic partial charges in e from the Mulliken method, atoms 1 to 6: -0.52 -0.48 -0.83 0.70 -0.29 -0.62



Stability, lowest: arrangement i